1.
Below is a molecular structure, C35H30N11O6SbSe4Ti in a non-equilibrium geometry, with properties calculated with wB97M-V/def2-TZVPD.

Computed properties:
- gap between HOMO and LUMO (spin up / spin down) (eV) = 5.383 / 5.450
- total charge = -1
- spin multiplicity = 2
- ⟨S²⟩ = 0.781

Geometry as XYZ:
```
88
Properties=species:S:1:pos:R:3:forces:R:3:lowdin_charge:R:1
N 2.362 -3.928 1.991 0.007 0.079 0.130 0.101
H 3.806 -2.657 -0.643 0.011 0.100 -0.085 0.025
H 3.935 2.431 2.373 0.019 0.002 -0.009 0.120
Ti -2.238 -0.790 -2.159 -0.600 0.205 -1.295 0.506
O -1.575 4.643 2.829 -0.030 -0.040 0.033 0.050
C 3.800 -1.205 0.977 -0.081 -0.089 0.084 -0.160
H -0.955 2.569 -2.905 -0.009 0.012 -0.005 0.122
O 0.570 4.607 2.684 -0.038 0.005 -0.058 0.064
C 3.913 1.420 1.987 0.006 -0.066 0.064 -0.024
C -3.243 1.253 -0.390 -0.081 -0.181 -0.105 -0.148
Se -3.052 -2.491 -3.822 -0.049 -0.074 0.098 0.128
H -4.641 1.062 5.157 0.002 0.003 0.004 0.106
C 3.251 2.441 -2.265 0.001 -0.013 0.021 -0.082
H 5.581 -0.680 -0.094 0.015 0.010 0.004 0.119
H 1.811 4.039 -2.422 0.000 0.005 -0.006 0.109
C 1.795 0.962 3.242 0.017 0.052 -0.027 -0.314
C -4.347 -2.373 -0.408 0.028 -0.097 -0.065 -0.194
Sb 1.473 -3.511 -5.017 0.176 0.033 -0.166 0.102
N 0.353 -3.671 1.003 0.127 -0.029 0.037 0.076
H -1.424 -2.275 0.809 -0.067 -0.015 0.005 0.109
C 0.489 1.477 0.053 0.104 0.144 -0.033 0.016
C -2.478 -2.321 0.579 0.023 -0.070 -0.078 -0.093
N -0.730 2.011 -4.875 -0.135 -0.043 -0.014 0.086
H -0.197 3.792 -3.925 0.011 0.001 -0.006 0.122
C 3.493 1.111 -2.566 -0.020 -0.031 -0.012 -0.059
O -3.456 0.425 -1.361 -0.101 0.326 0.511 -0.186
H -0.968 -1.516 3.101 -0.036 -0.002 0.014 0.120
H -2.384 -0.625 -5.915 -0.023 0.016 0.002 0.041
C -1.527 0.296 4.096 -0.023 0.080 -0.014 -0.128
C 3.733 -2.628 0.444 -0.007 0.068 0.047 -0.086
H -0.618 -0.698 -5.885 0.014 0.038 -0.005 -0.018
H 4.425 0.631 -2.303 0.011 -0.018 0.016 0.096
C 2.894 0.557 2.367 -0.064 -0.062 0.023 -0.148
H -2.537 -3.520 3.100 0.029 0.034 -0.024 0.131
C -1.842 2.637 1.036 -0.008 0.063 -0.056 0.046
C -0.239 2.723 -3.713 -0.023 -0.007 0.019 -0.095
H 0.623 -4.663 2.892 0.003 -0.012 0.010 0.096
H -5.076 -2.325 -1.199 -0.009 0.017 0.005 0.112
N -3.020 -2.152 -0.617 0.140 0.398 0.305 -0.039
H 5.680 1.613 0.795 -0.004 -0.004 -0.005 0.105
Se 3.010 -3.409 -3.131 0.023 0.027 0.071 -0.274
H 4.550 -3.219 0.857 -0.025 -0.053 0.004 0.134
N 2.493 -3.288 0.809 0.042 0.082 -0.057 -0.140
C -2.555 1.033 4.675 -0.016 -0.044 0.028 -0.009
C -1.481 -0.022 -5.942 -0.054 -0.026 -0.005 -0.032
O -0.760 -0.001 -1.257 0.098 0.095 0.727 -0.222
C 2.843 -0.737 1.863 0.108 -0.086 -0.095 0.036
Se -0.781 -2.406 -3.189 0.212 -0.760 -0.121 0.041
C -0.176 0.841 3.999 -0.002 -0.018 0.024 -0.306
H -4.115 1.693 0.092 -0.021 0.078 -0.075 0.126
H -5.096 -1.149 4.157 0.006 -0.007 0.008 0.114
C -1.953 1.613 0.075 0.085 0.029 0.105 -0.129
H 1.157 -2.674 -0.734 0.016 -0.066 0.061 0.081
C 1.067 -4.141 2.060 0.044 0.000 -0.073 -0.238
O -2.019 0.604 -3.691 0.083 0.204 0.273 -0.135
Se 1.853 -1.618 -6.457 0.096 -0.053 -0.012 -0.296
N -4.640 -2.674 0.829 -0.038 0.004 0.010 0.129
C 0.576 2.518 0.948 -0.014 -0.119 -0.098 -0.007
C -0.751 1.003 -0.406 -0.057 -0.167 -0.123 -0.296
H 3.994 3.036 -1.745 0.002 -0.001 -0.004 0.102
H 2.038 -1.380 2.180 -0.045 -0.093 -0.014 0.112
H -0.145 2.049 -5.696 -0.003 -0.006 -0.008 0.150
C 4.827 -0.342 0.608 -0.017 -0.032 -0.094 -0.036
N 0.375 1.843 4.591 0.001 0.072 -0.086 0.138
H 2.667 -0.653 -3.508 0.027 0.021 0.004 0.001
C 4.879 0.954 1.106 0.037 0.006 0.002 -0.069
N 1.350 0.926 -3.595 -0.011 0.025 0.040 0.150
N -0.532 4.188 2.391 0.059 0.044 0.025 -0.355
C -3.330 -2.802 2.890 -0.025 -0.039 0.011 -0.068
C -1.781 -0.956 3.551 0.037 0.004 -0.018 0.033
H 1.381 1.005 -0.341 0.000 -0.007 -0.006 0.122
C 1.293 -3.147 0.232 -0.098 0.121 -0.035 -0.152
H -1.406 0.542 -6.871 0.027 -0.007 0.000 0.090
H -2.731 3.110 1.431 -0.001 -0.005 0.014 0.126
C -3.833 0.498 4.710 0.027 0.013 -0.027 -0.059
H 1.533 2.885 1.287 -0.047 0.086 -0.029 0.109
C -4.089 -0.750 4.152 -0.013 0.022 -0.043 -0.027
C -1.430 0.870 -4.755 0.076 -0.028 -0.002 -0.472
H -2.343 2.014 5.080 0.000 0.006 -0.002 0.120
N 1.672 1.926 4.087 0.058 -0.041 0.040 0.138
N -3.435 -2.642 1.447 0.051 -0.045 -0.021 -0.096
C -3.064 -1.480 3.563 -0.042 -0.005 0.114 -0.194
C 2.514 0.388 -3.240 -0.009 -0.006 -0.018 -0.129
O 0.661 0.226 3.140 0.019 -0.044 0.048 0.108
C 2.042 3.003 -2.640 -0.028 0.025 0.024 -0.044
H -4.278 -3.226 3.215 0.011 -0.015 -0.020 0.124
C -0.609 3.078 1.439 -0.041 0.010 0.055 -0.159
C 1.121 2.199 -3.298 0.022 -0.039 0.035 -0.274
```
Forces are in eV/Å.

2.
Below is C2HO2P in the gas phase in a non-equilibrium geometry, with properties calculated with wB97M-V/def2-TZVPD.

Computed properties:
- SMILES string = O=C=[PH]=C=O
- gap between HOMO and LUMO (eV) = 8.700

Geometry as XYZ:
```
6
Properties=species:S:1:pos:R:3:forces:R:3:lowdin_charge:R:1
O -2.556 -1.644 -0.357 -1.538 -0.699 0.741 0.019
P -0.507 0.419 -0.174 1.138 0.821 -1.201 0.794
C -1.646 -1.399 -0.960 0.368 -1.064 -1.370 -0.261
O -1.210 2.935 0.900 0.294 -3.409 -1.917 0.067
H -0.596 0.985 -1.541 0.056 -0.553 1.106 -0.029
C -0.973 1.899 0.359 -0.319 4.904 2.642 -0.590
```
Forces are in eV/Å.

3.
Below is a molecular structure, C4H4O3, with properties calculated with wB97M-V/def2-TZVPD.

Computed properties:
- gap between HOMO and LUMO (spin up / spin down) (eV) = 8.826 / 8.827

Geometry as XYZ:
```
11
Properties=species:S:1:pos:R:3:forces:R:3:lowdin_charge:R:1
H -0.468 -2.033 -0.678 -0.039 0.140 0.068 0.132
O 2.223 -0.696 0.648 -0.437 0.365 -0.136 0.171
C 1.332 0.032 0.341 0.311 -0.274 0.126 -0.438
O 1.429 1.279 -0.174 0.196 -0.061 0.041 -0.030
O -0.838 -1.057 1.178 -0.021 0.023 0.166 0.064
C -0.167 -0.146 0.412 0.095 -0.090 -0.093 -0.254
C -0.971 -1.172 -0.243 -0.096 -0.096 -0.279 -0.021
H -0.209 1.758 -1.224 -0.044 0.029 0.121 0.062
H -1.947 -0.912 -0.645 0.150 -0.015 0.087 0.126
C 0.161 1.893 -0.187 -0.065 -0.058 -0.147 0.082
H -0.545 1.055 0.571 -0.050 0.037 0.045 0.106
```
Forces are in eV/Å.

4.
Below is 3 unconnected molecules or ions with the total composition C4H8N2O2 in a non-equilibrium geometry, with properties calculated with wB97M-V/def2-TZVPD.

Computed properties:
- gap between HOMO and LUMO (eV) = 8.289

Geometry as XYZ:
```
16
Properties=species:S:1:pos:R:3:forces:R:3:lowdin_charge:R:1
H -0.261 -0.590 0.843 -1.819 -1.085 -0.028 0.024
N -1.776 -1.833 1.796 3.237 0.755 3.460 0.043
C 1.442 -0.001 -0.035 1.442 1.196 3.500 -0.160
O 2.008 3.257 -1.419 2.309 -0.481 -1.721 0.226
C 0.993 -0.476 -1.228 -1.222 -1.830 -2.901 -0.271
H -0.545 0.874 -1.723 -0.772 0.417 0.397 0.037
O 0.219 3.614 -0.049 -1.042 0.077 0.899 0.195
H -0.305 -0.596 -2.817 -0.313 0.175 -0.421 0.037
H 1.618 -1.299 -1.677 -0.717 0.716 0.580 0.118
H -2.503 -1.307 2.178 -1.911 0.753 -0.184 0.000
H 0.869 0.014 1.884 0.617 0.825 2.002 0.062
C -0.106 -0.077 -1.899 1.359 -0.574 -0.477 -0.004
C 1.127 3.413 -0.725 -1.225 0.354 0.807 -0.471
H -1.991 -2.565 1.222 -1.374 -2.011 -1.855 -0.017
N 0.608 -0.160 0.971 1.519 0.273 -2.673 0.118
H -1.396 -2.269 2.677 -0.091 0.440 -1.384 0.062
```
Forces are in eV/Å.

5.
Below is 2 unconnected molecules or ions with the total composition C2H3N3O in a non-equilibrium geometry, with properties calculated with wB97M-V/def2-TZVPD.

Computed properties:
- gap between HOMO and LUMO (spin up / spin down) (eV) = 9.083 / 9.084

Geometry as XYZ:
```
9
Properties=species:S:1:pos:R:3:forces:R:3:lowdin_charge:R:1
C -1.218 -1.523 -0.477 0.901 -0.400 -0.106 -0.098
N -1.051 0.996 0.255 0.255 0.164 0.170 0.041
H -2.251 -1.252 -0.435 0.157 -0.058 -0.008 0.051
C 1.164 0.180 0.676 -0.368 0.382 -0.054 -0.204
N -0.103 -1.823 -0.530 -1.121 0.147 -0.017 0.071
O 2.343 0.127 0.091 -0.071 0.107 -0.066 0.053
N 0.176 0.886 0.496 0.169 -0.323 0.074 -0.097
H -1.389 1.852 0.705 0.104 0.012 -0.080 0.061
H 2.330 0.557 -0.781 -0.026 -0.030 0.089 0.123
```
Forces are in eV/Å.

6.
Below is a molecular structure, C5H8N in a non-equilibrium geometry, with properties calculated with wB97M-V/def2-TZVPD.

Computed properties:
- gap between HOMO and LUMO (spin up / spin down) (eV) = 7.535 / 6.973
- total charge = +1

Geometry as XYZ:
```
14
Properties=species:S:1:pos:R:3:forces:R:3:lowdin_charge:R:1
H -2.193 -1.924 -0.741 0.042 0.605 0.521 0.154
C -1.451 -1.302 -0.228 -1.427 0.091 -0.555 0.066
H 0.463 1.680 -0.546 0.635 2.019 1.036 0.004
H 1.962 -1.344 -0.649 1.315 0.437 0.166 0.075
C -0.031 -1.130 -0.342 1.883 -1.911 -1.780 -0.271
H 1.718 2.718 0.555 -0.317 -0.268 -0.314 0.000
C -0.111 -0.258 0.783 0.513 1.413 1.827 0.002
H -0.034 3.345 0.368 0.407 -0.664 -0.317 0.006
H -2.333 -0.083 1.333 0.736 0.122 0.069 0.193
N -1.513 -0.382 0.796 0.930 -1.347 -0.858 0.171
H 0.686 0.124 1.460 -1.447 -0.067 -0.304 0.154
C 1.032 -1.654 -1.025 -1.893 -0.168 0.109 0.236
H 1.077 -2.377 -1.880 -0.631 0.805 0.999 0.124
C 0.727 2.587 0.116 -0.746 -1.067 -0.599 0.087
```
Forces are in eV/Å.

Calculated values (eV) of total energy for the records, taken in order: -356501.219 -15471.440 -10349.406 -11350.624 -8635.984 -6791.548.
Calculated values (kJ/mol) of energy relative to the best compared isomer or geometry (same formula, charge and spin) for the records, taken in order: 41.1 113.3 560.2 336.6 435.2 631.1.